Entry 1:
Formula: C54H55F17N7O10
Source: the Open Molecules 2025 dataset
Level of theory: the ωB97M-V functional and the def2-TZVPD basis

XYZ file:
```
143
Properties=species:S:1:pos:R:3:forces:R:3
C -8.429439 -4.107019 -7.464876 0.0606 0.2390 0.1547
C -7.335130 -3.328583 -7.700027 -0.7275 0.3019 -0.1398
C -5.979541 -3.876888 -7.679426 -0.3005 -0.1118 1.6308
O -5.729122 -4.934538 -7.168759 0.5102 -0.5455 0.1673
O -5.054512 -3.157407 -8.355945 0.0370 0.8297 -0.0578
C -3.985738 -2.698494 -7.507270 -0.2490 -0.5323 -0.0134
C -4.400236 -1.497666 -6.654604 0.4858 -0.1036 0.4216
C -3.346972 -0.364081 -6.640962 -0.2320 -0.9409 0.5759
C -3.222584 0.197220 -5.222682 -0.6814 0.4972 -0.2274
C -2.655628 1.608426 -5.145038 0.0703 -0.1801 0.2087
C -2.656891 2.188125 -3.702485 0.2999 -0.3936 -1.0302
C -1.711372 1.416334 -2.829491 -0.2079 0.2071 0.2772
C -2.105678 0.427666 -1.877476 0.3114 -0.4143 0.2000
C -3.588013 0.124100 -1.762945 -0.1377 1.0699 -0.3473
C -4.371617 0.962585 -0.698620 -0.4579 -0.6643 -1.0711
C -5.302163 2.052162 -1.286795 0.2556 0.8849 1.6477
C -4.552180 3.410783 -1.171416 0.4440 -0.7374 -0.9644
C -6.565036 2.158745 -0.382923 0.1268 0.4647 -0.6563
C -1.124192 -0.230077 -1.111130 -0.2779 0.6990 -0.6202
C -1.426588 -1.319183 -0.074300 0.8178 -0.0570 -0.1141
F -2.645059 -1.851012 -0.203259 -0.2148 0.1718 0.1353
F -0.552664 -2.328336 -0.315057 -0.0889 -0.1797 0.0225
C -1.208514 -1.003899 1.462545 -0.2184 -0.5444 -0.1708
F 0.105357 -0.979322 1.722322 0.1207 0.4471 -0.0431
F -1.717825 -2.064356 2.121289 -0.0238 -0.0882 -0.0136
C -1.933516 0.221915 2.035538 -0.5401 -0.2793 0.3225
F -3.244145 -0.001594 1.810373 -0.0572 -0.0140 0.0067
F -1.600682 1.358903 1.400409 0.4255 -0.0602 -0.1180
C -1.833911 0.460496 3.582199 -0.0748 0.7610 -0.2308
F -2.524879 1.603565 3.767673 0.0460 0.1365 -0.1613
F -2.486511 -0.482080 4.259249 0.2729 -0.3917 -0.0620
C -0.404459 0.710468 4.171482 -0.0971 0.2116 0.9506
F -0.529260 1.689257 5.088111 -0.0245 0.0505 0.0330
F 0.440496 1.186274 3.241097 -0.0667 -0.2860 -0.4094
C 0.200663 -0.493749 4.964317 -0.1991 0.1202 -0.2927
F -0.397432 -0.507042 6.159664 0.1123 -0.0296 0.1947
F -0.076029 -1.663943 4.368673 0.1330 -0.0018 -0.3690
C 1.740386 -0.437092 5.156971 -0.0293 -0.5441 0.5789
F 2.048372 -1.538836 5.866239 -0.0748 -0.0532 0.1455
F 2.376118 -0.542534 3.980229 -0.1080 0.3179 -0.2571
C 2.316000 0.755665 5.960218 0.6373 -0.0114 -0.0796
F 2.265520 1.889584 5.276946 -0.2136 0.1936 -0.2622
F 1.717077 0.909190 7.121110 -0.3583 -0.0127 0.1921
F 3.602985 0.479812 6.189585 0.0466 -0.0556 -0.0104
C 0.248366 0.084268 -1.335415 -0.0389 -0.0688 1.2710
N 1.300499 -0.541428 -0.709172 0.3726 0.7349 -1.6126
C 2.343413 0.071208 -0.288401 0.3051 -0.3591 -0.0377
C 2.297270 1.274623 0.600247 -0.9255 0.3362 -0.6011
C 3.702486 -0.428723 -0.700407 -0.0122 0.3940 0.5333
C 0.565114 1.045217 -2.295165 -0.4877 -0.2098 0.3712
N -0.399686 1.686804 -2.986525 0.0383 -0.6229 0.3175
N -0.004664 2.645421 -3.934106 -0.2708 0.3223 -0.0664
H -8.612213 -4.634888 -6.534617 0.9728 -1.4477 -0.5733
H -9.219517 -4.193153 -8.205474 -0.7829 1.3709 0.6023
H -7.493747 -2.279523 -7.933688 0.1277 -0.3429 -1.7685
H -3.136987 -2.493695 -8.143546 -0.1294 0.2694 -0.2684
H -3.710340 -3.554418 -6.888687 0.1363 0.0796 0.1744
H -4.479900 -1.849108 -5.623452 -0.2096 -0.0499 0.0534
H -5.391059 -1.144203 -6.931211 0.0080 0.1076 -0.1802
H -3.607970 0.400404 -7.367514 0.2427 0.1098 -0.1087
H -2.405846 -0.856764 -6.885822 0.2274 0.4291 -0.3839
H -2.687022 -0.513340 -4.589092 0.1857 -0.0148 -0.0160
H -4.234900 0.238241 -4.808713 -0.0732 0.0205 0.0509
H -3.254805 2.267232 -5.772320 -0.1071 0.0548 0.0085
H -1.651009 1.648550 -5.564366 0.1064 -0.0309 -0.0016
H -3.669911 2.156332 -3.335809 -0.0597 0.0625 0.2613
H -2.338338 3.221555 -3.787067 0.0186 0.1040 0.2950
H -4.025960 0.404266 -2.710019 -0.0349 -0.1841 -0.2145
H -3.800884 -0.928843 -1.674856 0.1915 -0.1089 0.1673
H -3.702644 1.454015 -0.003466 -0.0080 -0.1682 0.2811
H -5.006734 0.237889 -0.197280 0.1622 0.0020 0.4001
H -5.587983 1.864831 -2.319211 0.0167 -0.2116 -0.0661
H -4.825754 4.098924 -1.969453 -0.2839 0.2529 0.2131
H -4.687426 3.852521 -0.190531 -0.0491 0.1146 0.0468
H -3.484459 3.222177 -1.311011 0.1311 0.2142 0.0906
H -6.704193 3.194162 -0.079788 -0.1263 0.0763 0.0066
H -7.468926 1.885216 -0.921004 -0.0861 -0.3773 0.1981
H -6.435580 1.591746 0.534305 -0.2075 -0.2158 -0.0107
H 2.310649 0.918113 1.629195 0.2950 0.0441 0.1129
H 1.338013 1.780056 0.465620 -0.0582 0.0150 0.1601
H 3.078620 2.000094 0.401832 0.2749 -0.1329 0.1941
H 4.104064 -1.180400 -0.023042 -0.0224 -0.2191 -0.1136
H 3.670983 -0.765657 -1.731162 -0.0574 -0.4396 0.0740
H 4.378583 0.424526 -0.657847 0.1464 -0.0451 0.0771
H 1.580181 1.309453 -2.535365 0.0909 -0.0139 -0.0123
H 0.496399 2.207729 -4.695683 0.0680 -0.0858 0.0441
H 0.546943 3.366223 -3.488270 0.0944 -0.0559 0.0592
C 6.710300 1.051038 6.312909 0.1655 0.0484 0.0057
C 7.062349 1.237168 7.643204 -0.0110 0.0052 -0.1243
C 8.237562 1.897063 7.964674 -0.0753 -0.0300 0.1998
C 9.041299 2.363225 6.940888 -0.1602 -0.0881 -0.0192
C 8.712434 2.181287 5.610763 0.0124 0.0247 -0.2401
C 7.536789 1.519054 5.299376 -0.0536 -0.0221 0.1278
N 10.277179 3.086234 7.273985 0.0738 0.0188 0.0298
O 10.552619 3.223233 8.452247 -0.0865 -0.3873 -0.1162
O 10.946163 3.515665 6.359309 0.0081 0.0040 -0.0248
H 5.794464 0.541470 6.064782 0.0076 -0.0597 -0.0143
H 6.419166 0.871225 8.431548 0.0144 -0.0020 0.0187
H 8.516304 2.045833 8.997162 0.0986 0.0647 -0.0356
H 9.357354 2.550429 4.827392 0.0795 0.0508 0.0893
H 7.263048 1.371093 4.263705 0.0237 0.0001 -0.0129
C -0.069472 -7.520855 -8.052837 -0.0034 0.0196 -0.0050
C 0.886790 -6.569166 -8.384805 -0.0990 -0.0624 0.0312
C 0.499286 -5.357104 -8.931689 0.2074 0.0404 0.0095
C -0.847921 -5.118785 -9.134511 0.0588 -0.1792 0.0737
C -1.814972 -6.055565 -8.816242 -0.2176 -0.0651 0.0274
C -1.416844 -7.265512 -8.271270 0.1316 -0.0008 0.0199
N -1.271957 -3.827368 -9.693847 -0.0232 -0.0950 -0.0633
O -0.412681 -3.015048 -9.976044 0.0032 0.0287 0.0587
O -2.465643 -3.648503 -9.828773 0.1259 0.0244 -0.2222
H 0.236962 -8.464769 -7.621780 0.0025 -0.0078 -0.0125
H 1.935374 -6.771508 -8.215748 0.0103 0.0083 -0.0177
H 1.237569 -4.613810 -9.193232 -0.0890 0.0743 -0.0463
H -2.862631 -5.850432 -8.984997 0.0287 0.1094 -0.0171
H -2.159437 -8.007927 -8.014623 -0.0234 0.0117 -0.0080
C -5.029110 -5.353801 2.408956 -0.0192 0.0108 -0.0146
C -6.350671 -5.659344 2.108282 0.1256 0.0566 -0.0038
C -6.937942 -5.154784 0.958507 -0.1829 -0.1178 0.0748
C -6.182344 -4.352258 0.125218 0.0537 -0.0605 0.0659
C -4.869480 -4.034342 0.409757 0.2386 0.0719 0.0464
C -4.289497 -4.537603 1.562036 -0.1186 -0.0881 0.0714
N -6.782143 -3.820965 -1.110154 -0.0313 0.0540 0.0086
O -7.940274 -4.090055 -1.337894 0.0030 -0.0097 -0.0131
O -6.076209 -3.134793 -1.828691 0.0079 0.0590 -0.0053
H -4.574296 -5.754062 3.305363 -0.0055 0.0011 0.0052
H -6.924460 -6.293463 2.769444 -0.0184 -0.0003 -0.0069
H -7.965087 -5.387951 0.720577 0.0098 0.0540 -0.1049
H -4.303723 -3.405491 -0.256053 -0.0875 -0.0286 -0.1055
H -3.261733 -4.298011 1.797397 0.0121 0.0081 -0.0163
C 11.633549 6.207255 10.614071 -0.0107 0.0322 0.0050
C 10.922891 6.086276 9.426755 0.0047 0.0022 -0.0029
C 10.327022 7.204397 8.863875 -0.0424 -0.1520 -0.1142
C 10.455761 8.425912 9.498540 0.0733 -0.1294 0.0473
C 11.154451 8.562521 10.683484 0.0971 0.0962 0.1819
C 11.746073 7.441134 11.242514 -0.0277 -0.1045 -0.0783
N 9.840048 9.616046 8.889469 -0.0419 0.0361 -0.0114
O 9.214230 9.462275 7.858967 -0.0093 -0.0083 -0.0089
O 9.993266 10.681223 9.450565 0.0008 0.0076 0.0134
H 12.103050 5.335117 11.050470 -0.0043 -0.0046 -0.0026
H 10.835090 5.120019 8.938745 0.0963 0.3956 0.1841
H 9.772769 7.120312 7.940932 -0.0077 0.1282 -0.0079
H 11.240583 9.524523 11.165976 -0.0582 0.0544 -0.0956
H 12.298149 7.531045 12.167946 -0.0016 0.0217 0.0042
```
Forces are in eV/Å.

Values from the calculation:
net charge = +1
energy above the lowest of the compared OMol25 structures with the same formula, charge and spin = 0.0 kcal/mol

---

Entry 2:
Formula: C4H9NO2S
Source: the Open Molecules 2025 dataset
Level of theory: the ωB97M-V functional and the def2-TZVPD basis

XYZ file:
```
17
Properties=species:S:1:pos:R:3:forces:R:3
N -0.687112 -0.526481 -1.887354 0.9225 -0.2992 -0.0750
C 0.105029 -0.518380 -0.651584 0.0615 0.4650 0.3516
C 1.203980 0.555347 -0.679027 0.4761 0.1392 -0.7221
S 0.416236 2.185159 -0.943853 0.4728 0.5047 0.5982
C -0.885828 -0.337969 0.513399 -0.2826 0.0532 0.2079
C -0.251287 -0.122826 1.904480 0.0815 -0.1562 0.3019
O 0.148480 0.930916 2.344430 -0.4826 -1.0709 -0.6592
O -0.164408 -1.257821 2.679743 0.0901 0.6717 -0.6552
H -0.927585 0.448468 -2.030827 -0.4239 0.1160 -0.1313
H -0.024137 -0.722239 -2.647693 -0.4520 -0.1210 0.1804
H 0.592773 -1.471908 -0.512076 0.1595 -0.5154 -0.1815
H 1.885004 0.403002 -1.576839 -0.8502 0.0751 1.0567
H 1.844529 0.561301 0.216224 -0.3353 0.0778 -0.2835
H 0.260255 2.537969 0.364806 0.0577 -0.3021 -0.5293
H -1.507335 0.540021 0.328404 0.1608 0.0779 -0.0603
H -1.583762 -1.196253 0.447451 0.4254 0.3019 0.4221
H -0.424833 -2.008306 2.130316 -0.0814 -0.0175 0.1785
```
Forces are in eV/Å.

Values from the calculation:
energy above the lowest of the compared OMol25 structures with the same formula, charge and spin = 12.0 kcal/mol

---

Entry 3:
Formula: C23H49N2OP3PdSe
Source: the Open Molecules 2025 dataset
Level of theory: the ωB97M-V functional and the def2-TZVPD basis

XYZ file:
```
80
Properties=species:S:1:pos:R:3:forces:R:3
Pd -0.087531 0.103924 -0.219069 -0.4699 -0.2864 2.0787
P 0.176575 2.135261 1.274614 0.1203 1.1027 0.5367
P -2.340369 0.503487 -0.344614 -2.2472 1.0734 -1.2811
P 2.135348 0.102977 -0.603464 2.2917 0.5840 -1.2693
H -1.694949 -2.762624 -5.884372 0.0819 -0.0879 0.1454
C -0.963537 -3.436967 -5.438508 -0.0235 -0.2975 1.7369
C -0.773840 -3.525856 -4.084308 0.1393 -0.6020 -2.4204
H -1.336899 -2.995062 -3.316903 0.0526 0.0962 -0.3724
C 0.311693 3.764142 0.434796 -0.0192 -0.2048 -0.2431
C -1.177358 2.473620 2.467103 -0.1020 -0.2213 0.0847
C 1.614501 2.232151 2.408237 0.0160 -0.2220 0.0134
C -2.931787 -0.413033 -1.789031 0.4009 -0.3157 -0.1840
C -3.360302 -0.073986 1.042402 0.4761 -0.2670 0.6195
C -2.952812 2.189415 -0.669714 0.4410 0.2283 0.0656
C 2.502325 -0.999716 -1.994779 -0.2379 -0.2400 -0.0219
C 3.157936 -0.505524 0.785008 -0.3555 -0.0886 0.3939
C 2.971683 1.651772 -1.086018 -0.2409 -0.0149 0.1340
H -0.455096 -4.117725 -6.146990 -0.1690 0.5139 0.6440
H -0.067102 -4.290466 -3.763101 -0.1640 0.2254 0.2645
H 0.395329 4.567227 1.181868 -0.0512 -0.2796 -0.1199
H -0.569815 3.948119 -0.188989 0.1633 -0.0001 0.1193
H 1.203269 3.787156 -0.200724 -0.1749 0.0328 0.0957
H -0.812944 3.169767 3.236187 -0.0796 -0.1548 -0.2585
H -1.490695 1.545135 2.957239 -0.0367 0.1887 -0.1002
H -2.038253 2.938515 1.976881 0.1614 -0.1739 0.1831
H 1.429869 3.053145 3.117640 0.1226 -0.2442 -0.2298
H 2.536759 2.454016 1.857388 -0.1894 -0.1269 0.2235
H 1.720478 1.291268 2.964711 0.0960 0.2800 -0.0725
H -3.987842 -0.174517 -1.965724 0.1103 -0.1199 0.1028
H -2.792787 -1.482191 -1.599165 -0.2184 0.0852 -0.1182
H -2.351596 -0.148809 -2.679356 -0.1550 0.0058 0.1171
H -4.122613 -0.740927 0.619941 0.2061 0.0229 0.0907
H -3.855269 0.751916 1.560075 0.1363 0.1141 -0.2565
H -2.753652 -0.617796 1.781680 -0.3778 -0.0400 -0.3107
H -4.041265 2.157428 -0.808366 0.1940 -0.1645 -0.0458
H -2.480269 2.616636 -1.560029 -0.1339 -0.1362 0.0815
H -2.755683 2.857838 0.170051 -0.0410 -0.0921 -0.1396
H 3.575167 -0.926986 -2.219977 -0.1941 -0.1316 0.0452
H 1.920558 -0.700581 -2.877220 0.2363 -0.1119 0.2753
H 2.232347 -2.027175 -1.719214 0.1584 0.1534 -0.2002
H 4.137215 -0.799696 0.392089 -0.1002 0.0937 -0.1136
H 2.706712 -1.386604 1.254735 0.1728 0.2059 -0.1049
H 3.303193 0.274792 1.543137 -0.0726 -0.2210 -0.2659
H 3.995613 1.406250 -1.403327 -0.2660 0.0649 0.0514
H 3.028457 2.341482 -0.237267 0.0061 -0.0834 -0.2564
H 2.425318 2.123859 -1.912366 0.2099 -0.0850 0.1801
C 0.409229 2.057215 -4.572526 -0.2910 0.4140 0.2648
C 0.160015 0.708935 -4.231865 -0.2789 -0.5176 -0.0001
C 0.369460 -0.293515 -5.178180 -0.6281 0.2318 1.6105
C 0.821847 0.018905 -6.463175 0.2567 0.8037 -1.1307
C 1.033831 1.359582 -6.822889 -0.1104 0.5873 -0.0009
C 0.813691 2.362928 -5.882632 1.1672 -0.1116 -1.4664
Se 0.162392 3.686286 -3.560033 -0.7726 -0.9493 -0.6353
H -1.323485 3.535333 -3.641718 0.3982 -0.0411 0.5524
H -0.199349 0.451763 -3.229809 0.1450 0.0919 -0.3278
H 0.143697 -1.339496 -4.942880 0.1783 0.3712 0.0740
H 0.975305 -0.763308 -7.206729 0.0401 0.0962 0.2433
H 1.365301 1.641305 -7.828469 -0.2053 -0.2314 0.3862
H 0.946335 3.413556 -6.152843 0.1593 -0.4004 -0.0661
C -2.243285 -0.664755 5.014069 -0.8871 -0.1574 0.4527
N -1.007291 -1.396012 4.873310 -0.2162 1.2424 0.5838
C 0.048033 -1.185814 5.839242 0.7926 -0.3965 0.6674
C 1.061864 -2.300681 5.717560 0.2499 -0.5147 0.4634
C 1.483424 -2.480496 4.275186 1.0330 0.0169 1.2570
N 0.346909 -2.682125 3.437630 -0.6594 1.2780 -0.1531
C 0.610713 -3.224523 2.130950 -0.1678 -0.8304 -0.4182
C -0.839216 -2.018590 3.651464 -0.7663 -1.3631 -2.2571
O -1.741921 -2.006497 2.801443 1.3642 0.2234 1.0065
H -2.545828 -0.592438 6.063421 0.3201 -0.1046 -0.0810
H -3.017230 -1.180587 4.441484 0.1089 0.1220 0.0647
H -2.169193 0.367249 4.639740 0.2585 -0.2016 -0.0458
H 0.555847 -0.217273 5.673686 -0.4489 0.0470 -0.1839
H -0.359992 -1.162066 6.863576 -0.1661 0.1465 -0.4903
H 0.588854 -3.214437 6.094986 0.2387 -0.0238 -0.0642
H 1.955204 -2.104915 6.334965 -0.4844 -0.0034 -0.1817
H 2.131165 -3.354172 4.171026 0.0104 0.1434 0.0482
H 2.075579 -1.588993 3.989024 -0.2202 -0.2158 -0.3463
H 1.388352 -3.977639 2.253274 -0.1014 -0.0909 -0.0791
H -0.292491 -3.682552 1.719694 0.1409 0.1412 0.0640
H 1.006172 -2.487250 1.414869 -0.3316 0.1383 0.2910
```
Forces are in eV/Å.

Values from the calculation:
⟨S²⟩ = 6.049
spin multiplicity = 5
net charge = +4
energy above the lowest of the compared OMol25 structures with the same formula, charge and spin = 69.0 kcal/mol